Here is a molecular structure, C47H57Br2N6O5PtSi from the OMol25 dataset. Energies are from ωB97M-V with the def2-TZVPD basis set.

Last column: Löwdin spin population.
Geometry (Å):
C  4.32923  -2.86559  5.14930  0.002
H  1.45795  2.68348  -3.78675  0.000
H  -0.43934  3.63557  -5.30534  0.000
H  -3.31083  -4.53184  3.18040  -0.001
H  3.28769  3.54297  -1.58906  0.001
H  3.03142  2.81822  5.71111  0.000
C  3.25454  -0.98229  -1.47408  0.120
O  -3.15030  -6.23635  -0.54450  0.000
H  3.58906  -3.02239  5.92282  0.000
H  4.78254  2.28187  -2.98822  -0.002
H  1.34914  1.00751  -3.24088  0.001
C  3.42280  1.00308  1.45625  0.034
C  -2.66068  -2.68072  -0.30695  0.005
O  1.75052  -1.87028  4.50363  0.015
H  -4.26666  -0.34773  -2.35067  0.000
H  4.29702  3.19531  -0.18719  0.005
C  3.44779  2.84147  -0.77084  0.014
C  -3.09051  0.86700  3.02370  0.008
C  -0.77731  -3.66602  3.46552  0.013
C  -2.00592  -2.84647  3.21039  0.100
C  -1.69039  -1.80168  0.12954  0.014
C  2.60024  2.21896  4.92024  0.001
H  -2.21851  4.68581  -4.26548  0.000
C  -0.75384  2.60809  -5.48600  0.001
H  -2.60833  4.07062  -0.54356  0.000
C  -3.98184  2.07027  -1.51543  0.000
C  -3.21429  1.49073  -2.71299  0.001
C  -3.32680  -5.08381  -0.87155  0.000
H  -3.46178  1.89845  -0.56795  0.000
H  -0.89039  3.87723  -0.19990  0.000
N  -4.38397  -4.66340  -1.60846  0.000
Br  -0.38140  1.19699  -0.96320  0.032
O  2.18905  -2.25794  2.32630  0.169
C  -0.42239  0.08385  4.24690  0.035
H  -0.21457  2.25477  -6.37148  0.000
C  -0.43529  1.67121  -4.30234  0.002
H  2.56191  2.85338  -0.13452  0.001
C  -1.32310  4.06396  -2.34150  0.001
H  -4.45512  -3.73045  -1.96922  0.000
H  -5.00276  1.45190  -3.92983  0.000
C  -1.60997  4.36257  -0.85962  0.000
H  0.87727  -3.77442  0.55124  0.000
H  -5.36529  -3.18898  2.96129  0.006
Pt  0.80183  -0.83979  1.54480  1.425
H  -0.09157  -0.04945  -5.54134  0.000
H  0.84445  4.06184  -2.03469  0.000
H  -2.91755  -0.56306  -3.45406  0.000
Br  6.27852  -3.60450  7.07888  0.000
C  3.71592  1.47436  -1.33998  0.129
H  0.12764  5.65102  -2.30937  0.000
H  1.59253  1.36599  -4.95002  0.001
C  3.94364  -0.99989  -2.66068  -0.001
H  0.11827  -3.23363  3.02881  0.002
C  -0.77081  0.23581  -4.73062  0.000
O  -1.09334  0.20297  5.24078  0.134
H  4.25495  2.47283  3.54012  0.000
H  -3.52733  1.38734  -4.88647  0.000
C  -4.40421  -2.69407  3.02721  0.111
H  -1.81601  2.62347  -5.73825  0.000
C  6.59260  -2.79307  4.37422  0.001
H  2.52368  -2.96202  -1.73327  0.001
C  3.20814  0.25096  -0.73136  0.115
H  -4.16378  3.13976  -1.61489  0.000
H  3.38225  -2.71196  -0.20304  0.006
H  -0.91867  -4.68375  3.10314  0.001
C  2.69685  -2.25610  -0.92237  0.014
Si  -1.43922  2.20383  -2.76910  0.006
C  -1.95782  -1.42128  3.20338  0.090
C  2.50807  -2.17918  3.59296  0.014
H  -5.25679  -0.72403  2.89219  -0.001
H  4.64091  -1.96440  1.91515  0.000
C  3.28373  2.03817  3.72855  0.000
C  -3.24960  -3.45134  3.13791  -0.007
H  5.07850  0.10290  -4.11331  0.010
N  2.74407  0.21356  0.52436  0.345
C  -4.34532  -1.29960  3.00369  0.001
H  -1.52237  5.44421  -0.70739  0.000
C  0.09062  4.59973  -2.61436  0.000
H  0.36820  4.56010  -3.66629  0.000
N  -0.72280  -0.83097  3.21907  0.504
H  -3.65965  -2.30262  -0.48398  0.001
C  -2.32423  4.86791  -3.19405  0.000
C  -1.05015  -4.43099  -0.14358  0.002
H  -2.97852  1.31435  4.01205  0.003
H  -4.01075  1.24994  2.58496  0.000
H  -1.90944  -0.74920  0.25023  0.005
H  4.04201  -1.93719  -3.19396  -0.002
H  -2.25427  1.20801  2.40756  0.002
N  1.51348  0.68326  2.91761  0.068
C  1.37053  1.60507  5.09853  0.000
H  -2.60690  -0.37944  -1.73159  0.000
H  7.65351  -2.90816  4.56276  0.000
C  0.86701  0.83116  4.07294  0.005
N  6.23336  -2.40382  3.15080  0.000
C  -0.13131  -3.49315  0.27742  0.002
C  3.94284  -2.47140  3.87731  0.008
H  -1.78529  0.14202  -5.11646  0.000
C  4.38826  1.38078  -2.53287  -0.003
C  -2.33886  -4.02058  -0.44744  -0.002
C  -3.98143  1.84177  -4.00414  0.000
H  -4.05564  2.91466  -4.17917  0.000
H  -5.03780  -5.35805  -1.92885  0.000
C  4.53328  0.15566  -3.17925  0.182
H  -4.96163  1.58220  -1.45655  0.000
C  4.92521  -2.26277  2.91960  0.002
H  -0.78669  -5.47700  -0.22081  0.000
C  1.07620  1.69643  -4.04036  0.001
N  -0.44217  -2.19559  0.41107  0.048
H  -0.63576  -0.48228  -3.91727  0.000
H  -2.15446  5.93665  -3.02648  0.000
C  2.70060  1.25887  2.74610  0.007
H  0.80662  1.68334  6.01691  0.001
H  -3.35800  4.65966  -2.91631  0.000
H  1.76375  -2.08565  -0.39642  0.003
H  -0.58273  -3.71034  4.54072  0.006
C  5.67309  -3.04112  5.38591  0.000
C  -3.14423  -0.63555  3.11785  0.080
C  -3.23319  -0.03860  -2.55757  0.000
O  4.54862  1.42008  1.31134  0.103

- HOMO level (alpha / beta) (eV) = -10.270 / -10.953
- 2S+1 = 5
- F_max (eV/Å) = 0.769
- E_LUMO (alpha / beta) (eV) = -2.8237 / -5.4510
- DFT total energy (eV) = -220047.8569
- ΔE to the lowest compared entry with this formula, charge and spin (kJ/mol) = 0.00
- net charge = +1